No. 1
This record from the Open Molecules 2025 dataset describes an isolated molecule of C8H16O2 at a distorted geometry. The level of theory is ωB97M-V/def2-TZVPD.

Cartesian coordinates (Å):
C -0.962 -0.480 2.062
C 1.668 0.707 1.171
C 1.623 -0.849 -0.806
C -0.219 -0.931 0.858
C 0.780 -0.101 0.223
O -0.327 -2.206 0.466
H -0.907 -2.708 1.057
H -1.259 0.567 1.926
H -0.300 -0.531 2.932
H -1.840 -1.104 2.250
H 2.321 1.358 0.586
H 1.071 1.345 1.820
H 2.283 -0.153 -1.326
H 2.248 -1.604 -0.324
H 1.004 -1.358 -1.546
H 2.301 0.055 1.779
C -0.040 1.420 -1.961
C -1.862 -0.142 -0.899
C -0.461 1.016 -0.545
O -0.836 1.927 0.227
H 0.021 0.581 -2.652
H -0.750 2.161 -2.327
H -2.454 0.571 -1.470
H -2.482 -0.459 -0.060
H -1.566 -0.970 -1.544
H 0.945 1.889 -1.899

Output
* electronic energy: -12647.352 eV
* relative energy (zero: lowest compared OMol25 entry of this formula, charge and spin): 388.83 kJ/mol
* E_HOMO: -7.4359 eV
* spin multiplicity: 1
* charge: 0
* LUMO level: 0.09 eV
* Kohn-Sham gap: 7.5 eV

How positive or negative is each atom? The Löwdin charges in e answer that: 0.0073, -0.0308, -0.0482, -0.2933, -0.3769, 0.1145, 0.1391, 0.0997, 0.1109, 0.0963, 0.0901, 0.0792, 0.0843, 0.0882, 0.0820, 0.0893, -0.0389, -0.0240, -0.5495, -0.0981, 0.0725, 0.0885, 0.0510, 0.0415, 0.0442, 0.0812

***

No. 2
This record from the Open Molecules 2025 dataset describes a cluster of 2 separate species, C12H16N2 in total at a distorted geometry. The level of theory is ωB97M-V/def2-TZVPD.

Cartesian coordinates (Å):
C 0.000 0.953 -2.063
C 0.814 2.257 -2.511
C -1.048 1.237 -1.098
C -1.009 1.951 0.069
C -3.043 1.320 -0.197
N -2.375 0.960 -1.345
N -2.273 1.948 0.770
H -0.587 0.523 -2.946
H 0.684 0.114 -1.794
H 1.733 2.378 -1.858
H -0.164 2.493 0.446
H -4.137 1.297 -0.332
H -2.566 2.372 1.533
H 0.199 3.125 -2.440
H 1.277 2.223 -3.627
C 2.044 -0.450 2.724
C -0.280 -2.676 -0.304
C 1.112 -2.690 -0.305
C -0.977 -1.952 0.652
C 1.866 -2.025 0.708
C -0.253 -1.520 1.765
C 1.221 -1.493 1.824
H -0.671 -3.356 -1.017
H 1.595 -3.450 -1.166
H -1.942 -1.503 0.726
H 3.020 -2.032 0.582
H -0.849 -0.977 2.506
H 2.218 0.450 2.144
H 2.980 -1.092 2.905
H 1.411 -0.386 3.648

Output
* electronic energy: -15680.729 eV
* relative energy (zero: lowest compared OMol25 entry of this formula, charge and spin): 325.09 kJ/mol
* E_HOMO: -8.4480 eV
* SMILES: CCc1c[nH]cn1.Cc1ccccc1
* spin multiplicity: 1
* charge: 0
* LUMO level: 0.79 eV
* Kohn-Sham gap: 9.2 eV

How positive or negative is each atom? The Löwdin charges in e answer that: -0.1990, -0.0997, -0.3866, -0.0537, -0.1799, 0.0906, 0.1090, 0.1238, 0.1032, 0.0696, 0.1029, 0.1144, 0.0686, 0.0387, 0.1069, -0.0482, -0.1245, -0.1172, -0.0980, -0.1058, -0.0508, -0.2425, 0.0829, 0.1576, 0.0867, 0.1300, 0.0972, 0.0608, 0.0884, 0.0746

***

No. 3
This record from the Open Molecules 2025 dataset describes an isolated molecule of C16H17N3O2S. The level of theory is ωB97M-V/def2-TZVPD.

Cartesian coordinates (Å):
C -0.992 5.690 0.280
H -0.585 6.366 1.033
O -0.120 4.593 0.067
C 0.285 3.904 1.213
O 0.741 4.798 2.196
C 1.838 4.321 2.942
H 2.725 4.213 2.308
H 1.616 3.356 3.408
H 2.025 5.068 3.711
C -0.823 2.979 1.786
N -0.892 1.725 1.084
C -0.048 0.713 1.391
N 0.677 0.813 2.506
C 1.457 -0.202 2.841
N 1.625 -1.333 2.192
C 0.910 -1.442 1.078
C 0.034 -0.456 0.595
C -0.596 -0.842 -0.613
C -0.218 -2.079 -1.047
C -0.656 -2.788 -2.234
C 0.024 -3.928 -2.668
C -0.382 -4.607 -3.799
C -1.478 -4.164 -4.522
C -2.165 -3.038 -4.100
C -1.763 -2.356 -2.969
H -2.319 -1.489 -2.647
H -3.024 -2.690 -4.655
H -1.797 -4.695 -5.406
H 0.158 -5.486 -4.119
H 0.881 -4.275 -2.108
S 0.949 -2.824 0.038
H -1.292 -0.217 -1.143
H 2.027 -0.081 3.753
H -1.258 1.749 0.145
H -1.792 3.475 1.730
H -0.585 2.761 2.827
H 1.115 3.265 0.867
H -1.991 5.363 0.586
H -1.058 6.198 -0.680

Output
* electronic energy: -36268.348 eV
* relative energy (zero: lowest compared OMol25 entry of this formula, charge and spin): 167.14 kJ/mol
* E_HOMO: -7.9378 eV
* SMILES: COC(CNc1ncnc2sc(-c3ccccc3)cc12)OC
* spin multiplicity: 1
* charge: 0
* LUMO level: 0.10 eV
* Kohn-Sham gap: 8.0 eV

How positive or negative is each atom? The Löwdin charges in e answer that: -0.0817, 0.0891, -0.1114, -0.3928, -0.1353, -0.0842, 0.0954, 0.0778, 0.0919, -0.1001, 0.0712, -0.2712, 0.1338, -0.2134, 0.0638, -0.5418, -0.1650, -0.0516, -0.4422, -0.2418, -0.0600, -0.0784, -0.0885, -0.0814, -0.0300, 0.1056, 0.1035, 0.1012, 0.1047, 0.0793, 1.1263, 0.1074, 0.1089, 0.1408, 0.1218, 0.1170, 0.1582, 0.0818, 0.0914

***

No. 4
This record from the Open Molecules 2025 dataset describes a cluster of 3 separate species, CH6O4 in total at a distorted geometry. The level of theory is ωB97M-V/def2-TZVPD.

Cartesian coordinates (Å):
O -0.637 -0.541 0.656
C -0.646 0.184 -0.297
O -1.604 0.026 -1.234
H 0.151 0.931 -0.410
H -1.561 0.689 -1.932
H 4.061 4.138 3.164
H 3.664 2.638 2.724
O 4.154 3.442 2.514
H -2.907 -3.928 -0.996
H -2.020 -3.480 -2.280
O -2.653 -4.101 -1.909

Output
* electronic energy: -9323.870 eV
* relative energy (zero: lowest compared OMol25 entry of this formula, charge and spin): 100.86 kJ/mol
* E_HOMO: -11.0773 eV
* SMILES: O=CO.O.O
* spin multiplicity: 1
* charge: 0
* LUMO level: 0.35 eV
* Kohn-Sham gap: 11.4 eV

How positive or negative is each atom? The Löwdin charges in e answer that: 0.0693, -0.3861, 0.0751, 0.1379, 0.1056, 0.0276, 0.0356, -0.0633, 0.0358, 0.0271, -0.0647

***

No. 5
This record from the Open Molecules 2025 dataset describes an isolated molecule of C5H10FN at a distorted geometry. The level of theory is ωB97M-V/def2-TZVPD.

Cartesian coordinates (Å):
C 1.364 -0.673 -1.231
C 0.456 -0.228 -0.086
C 0.187 1.312 -0.061
C -0.127 -1.112 0.740
C -1.167 -0.802 1.821
H 2.326 -0.090 -1.213
H 1.642 -1.734 -1.232
H 0.923 -0.429 -2.237
H -0.355 1.626 0.862
H 1.122 1.853 -0.072
H -1.517 1.672 -1.164
H -0.234 1.384 -2.065
H 0.236 -2.165 0.727
H -0.661 -0.502 2.757
H -1.896 0.013 1.490
N -0.506 1.872 -1.208
F -1.792 -1.997 2.170

Output
* electronic energy: -9553.675 eV
* relative energy (zero: lowest compared OMol25 entry of this formula, charge and spin): 91.01 kJ/mol
* E_HOMO: -9.2860 eV
* SMILES: C/C(=C/CF)CN
* spin multiplicity: 1
* charge: 0
* LUMO level: 0.96 eV
* Kohn-Sham gap: 10.2 eV

How positive or negative is each atom? The Löwdin charges in e answer that: -0.0757, -0.2759, -0.2513, -0.0525, -0.2051, 0.0879, 0.0719, 0.0797, 0.1129, 0.0989, 0.0757, 0.0544, 0.1201, 0.1181, 0.1293, -0.0137, -0.0748

***

No. 6
This record from the Open Molecules 2025 dataset describes a cluster of 7 separate species, H14O7 in total at a distorted geometry. The level of theory is ωB97M-V/def2-TZVPD.

Cartesian coordinates (Å):
H 0.020 0.037 -0.964
H 0.675 -0.983 -1.904
H -1.806 3.314 -0.256
H -3.214 3.423 0.471
H -2.373 -1.977 3.084
H -2.438 -0.945 1.823
H -0.081 0.796 0.724
H -0.501 -0.569 0.461
H 1.518 1.183 0.443
H 2.979 1.054 -0.035
H 4.960 -0.958 0.837
H 5.026 0.232 -0.086
H -2.717 -1.791 -2.843
H -2.109 -2.666 -1.859
O 0.796 -0.539 -1.058
O -2.743 3.583 -0.282
O -2.943 -1.545 2.374
O 0.252 -0.080 0.892
O 2.025 0.903 -0.244
O 5.531 -0.398 0.313
O -2.857 -2.075 -1.891

Output
* electronic energy: -14555.537 eV
* relative energy (zero: lowest compared OMol25 entry of this formula, charge and spin): 571.62 kJ/mol
* E_HOMO: -10.2018 eV
* SMILES: O.O.O.O.O.O.O
* spin multiplicity: 1
* charge: 0
* LUMO level: -0.25 eV
* Kohn-Sham gap: 10.0 eV

How positive or negative is each atom? The Löwdin charges in e answer that: 0.0456, 0.0612, 0.0444, -0.0214, 0.0768, -0.0014, 0.0362, 0.0802, -0.0376, 0.0714, 0.0427, -0.0419, 0.0674, 0.0133, -0.1122, -0.0221, -0.0830, -0.0883, -0.0508, -0.0032, -0.0773

***

Question: Which formula does entry 6 have?
Answer: H14O7

***

Question: Which formula does entry 4 have?
Answer: CH6O4